(1)
C4H3N3 | ωB97M-V/def2-TZVPD

The geometry in ORCA input format:
```
! wB97M-V def2-TZVPD RIJCOSX def2/J DEFGRID3
* xyz 0 1
N 2.62 0.24 0.71
C 1.58 0.14 0.17
C 0.84 -1.60 -0.43
N -0.28 -1.62 -0.04
C -1.29 -0.69 0.14
C -0.86 0.56 -0.08
N 0.48 0.78 -0.44
H -2.27 -1.01 0.45
H -1.50 1.43 0.04
H 0.73 1.76 -0.51
*
```

Computed properties:
- highest occupied orbital energy (hartree) = -0.3524
- relative energy (zero: lowest compared OMol25 entry of this formula, charge and spin) (kcal/mol) = 81.74
- orbital gap (eV) = 9.475
- calculated total energy (eV) = -8662.86609
- M (g/mol) = 93.1

---

(2)
CCl4OS | ωB97M-V/def2-TZVPD

The geometry in ORCA input format:
```
! wB97M-V def2-TZVPD RIJCOSX def2/J DEFGRID3
* xyz 0 3
C -0.64 -0.08 -0.36
O 1.33 0.08 1.39
S 0.64 -0.99 0.70
Cl -2.19 -0.41 -0.64
Cl -0.06 1.56 -0.60
Cl -3.83 0.36 0.78
Cl 2.00 -1.70 -0.95
*
```

Computed properties:
- highest occupied orbital energy (spin up / spin down) (hartree) = -0.3235 / -0.3985
- <S²> = 2.010
- relative energy (zero: lowest compared OMol25 entry of this formula, charge and spin) (kcal/mol) = 17.28
- orbital gap (spin up / spin down) (eV) = 7.689 / 7.075
- calculated total energy (eV) = -64004.24709
- M (g/mol) = 201.9

---

(3)
C23H28N6O4 | ωB97M-V/def2-TZVPD

The geometry in ORCA input format:
```
! wB97M-V def2-TZVPD RIJCOSX def2/J DEFGRID3
* xyz 0 1
C -2.07 -4.62 0.03
O -2.07 -3.21 0.16
C -3.22 -2.62 -0.41
C -3.24 -1.12 -0.10
O -4.05 -0.70 0.72
N -2.36 -0.35 -0.76
C -1.28 -0.91 -1.56
C -2.34 1.12 -0.66
C -1.22 1.56 0.23
N -0.26 2.39 -0.11
N 0.49 2.58 0.96
N 0.05 1.92 1.95
N -1.04 1.25 1.54
C -1.69 0.34 2.44
C -0.93 -1.00 2.48
O 0.44 -0.78 2.78
C 1.24 -0.52 1.70
O 0.90 -0.71 0.56
N 2.44 -0.08 2.13
C 3.40 0.49 1.26
C 3.75 1.80 1.43
C 4.67 2.41 0.57
C 5.22 1.70 -0.47
C 4.89 0.34 -0.66
C 5.46 -0.41 -1.71
C 5.15 -1.73 -1.87
C 4.28 -2.37 -0.97
C 3.70 -1.66 0.05
C 3.97 -0.29 0.22
C -3.65 1.79 -0.21
C -3.48 3.24 -0.64
C -2.62 3.20 -1.91
C -2.15 1.75 -2.05
H -1.15 -4.96 0.50
H -2.09 -4.92 -1.02
H -2.93 -5.06 0.55
H -4.13 -3.04 0.03
H -3.24 -2.78 -1.50
H -0.39 -0.30 -1.43
H -1.04 -1.90 -1.20
H -1.56 -0.94 -2.61
H -1.66 0.80 3.43
H -2.72 0.16 2.13
H -1.02 -1.53 1.52
H -1.33 -1.62 3.28
H 2.46 0.25 3.09
H 3.30 2.38 2.22
H 4.93 3.45 0.72
H 5.92 2.17 -1.15
H 6.15 0.08 -2.38
H 5.59 -2.30 -2.67
H 4.06 -3.42 -1.10
H 3.04 -2.16 0.74
H -3.84 1.69 0.86
H -4.47 1.32 -0.74
H -4.45 3.71 -0.81
H -2.97 3.81 0.15
H -1.76 3.86 -1.80
H -3.18 3.52 -2.78
H -1.12 1.70 -2.39
H -2.79 1.22 -2.76
*
```

Computed properties:
- highest occupied orbital energy (hartree) = -0.2916
- relative energy (zero: lowest compared OMol25 entry of this formula, charge and spin) (kcal/mol) = 16.44
- orbital gap (eV) = 8.591
- calculated total energy (eV) = -41436.11647
- M (g/mol) = 452.5
- structure (SMILES) = COCC(=O)N(C)C1(c2nnnn2CCOC(=O)Nc2cccc3ccccc23)CCCC1

---

(4)
CH3ClN3O | ωB97M-V/def2-TZVPD

The geometry in ORCA input format:
```
! wB97M-V def2-TZVPD RIJCOSX def2/J DEFGRID3
* xyz 1 1
C 0.78 0.83 0.37
N -1.44 -1.27 0.23
N -0.13 -1.40 -1.59
N -0.57 -1.01 -0.54
O 0.31 1.24 1.50
Cl 0.74 -0.74 -2.85
H 1.30 1.50 -0.30
H -1.59 -1.21 1.25
H 0.60 2.06 1.93
*
```

Computed properties:
- highest occupied orbital energy (spin up / spin down) (hartree) = -0.5181 / -0.5183
- relative energy (zero: lowest compared OMol25 entry of this formula, charge and spin) (kcal/mol) = 88.69
- orbital gap (spin up / spin down) (eV) = 7.699 / 7.705
- calculated total energy (eV) = -20110.04640
- M (g/mol) = 108.5

---

- Which formula does entry 4 have?
  CH3ClN3O